1.
C43H50AsN2O6PSSn | ωB97M-V/def2-TZVPD

Values from the calculation:
- F_max: 0.55 eV/A
- Orbital gap: 7.652 eV
- E_LUMO: 0.09 eV
- Relative energy (zero: lowest compared OMol25 entry of this formula, charge and spin): 0.00 kJ/mol
- Total charge: 0

Each line ends with the Löwdin charge.
Cartesian coordinates (Å):
Sn (0.01983, -1.65772, 1.02969)  1.37
O (-0.55686, -4.02125, 0.27392)  -0.12
C (-0.03710, -4.75400, -0.56146)  -0.20
C (0.98179, -4.41244, -1.52096)  -0.11
C (1.46484, -5.45100, -2.32012)  0.04
C (2.42010, -5.21952, -3.27324)  -0.16
C (2.91619, -3.92008, -3.48408)  0.01
C (2.45799, -2.88707, -2.72295)  0.00
C (1.48484, -3.07551, -1.68939)  -0.34
O (1.10349, -2.07439, -0.99514)  -0.25
N (2.91446, -6.32169, -4.08296)  -0.36
O (2.47225, -7.43997, -3.87200)  0.06
O (3.75148, -6.07206, -4.93543)  0.06
H (-0.37375, -5.80485, -0.60637)  0.13
H (1.08734, -6.45844, -2.19339)  0.13
H (3.65384, -3.76686, -4.25917)  0.12
H (2.81629, -1.87662, -2.88178)  0.11
C (1.05770, -3.29854, 6.63085)  -0.26
As (0.38248, -2.42387, 5.04754)  0.64
C (-1.24912, -3.34347, 4.59824)  -0.24
C (-0.18454, -0.68482, 5.66228)  -0.25
S (1.81348, -2.36758, 3.52729)  0.05
H (0.31122, -3.24012, 7.42303)  0.04
H (1.97146, -2.79914, 6.94173)  0.04
H (1.27920, -4.33751, 6.40207)  0.04
H (-1.91292, -3.34686, 5.46263)  0.04
H (-1.01134, -4.36292, 4.30648)  0.04
H (-1.72054, -2.82253, 3.76564)  0.01
H (-0.71884, -0.78303, 6.60720)  0.04
H (-0.84451, -0.25582, 4.90975)  0.03
H (0.68837, -0.04981, 5.78513)  0.03
C (-5.02497, 2.07745, -5.22136)  -0.05
C (-4.39542, 2.72251, -4.01019)  -0.23
C (-4.07570, 4.07661, -4.04034)  -0.05
C (-3.49976, 4.70257, -2.94583)  -0.08
C (-3.25400, 3.97367, -1.79516)  -0.03
C (-3.56287, 2.61990, -1.74871)  -0.23
N (-3.24285, 1.90003, -0.56141)  0.09
C (-4.17524, 1.27474, 0.23157)  -0.20
C (-5.52743, 1.65850, 0.16175)  -0.02
C (-6.47346, 1.08481, 0.98306)  -0.08
C (-6.11355, 0.11786, 1.92072)  -0.10
C (-4.79063, -0.25768, 2.00880)  -0.03
C (-3.80906, 0.28965, 1.17503)  -0.07
C (-2.42132, -0.22284, 1.31987)  -0.62
O (-2.14051, -0.98561, 2.28670)  -0.16
O (-1.52067, 0.12401, 0.46791)  -0.20
C (-4.12198, 1.97192, -2.85787)  -0.17
C (-4.39979, 0.49246, -2.81003)  -0.02
H (-5.20990, 2.81900, -5.99773)  0.07
H (-5.97538, 1.60463, -4.96391)  0.09
H (-4.37854, 1.30385, -5.64234)  0.08
H (-4.28352, 4.64827, -4.93862)  0.11
H (-3.24751, 5.75553, -2.98859)  0.10
H (-2.82786, 4.44144, -0.91611)  0.11
H (-2.30275, 1.53978, -0.46636)  0.10
H (-5.80684, 2.42890, -0.54604)  0.12
H (-7.50709, 1.39888, 0.90247)  0.10
H (-6.85823, -0.32990, 2.56560)  0.10
H (-4.47174, -1.00275, 2.72411)  0.11
H (-5.39568, 0.28962, -2.40541)  0.09
H (-3.67985, -0.01710, -2.16974)  0.08
H (-4.34652, 0.04711, -3.80246)  0.07
C (2.49971, 1.30407, -0.58966)  -0.29
P (2.35085, 0.28533, 0.96352)  1.01
C (4.01587, -0.44478, 1.13446)  -0.37
C (4.74182, -0.43000, 2.32321)  -0.11
C (5.97639, -1.06189, 2.39652)  -0.08
C (6.48873, -1.73113, 1.29421)  -0.09
C (5.75286, -1.78615, 0.11755)  -0.08
C (4.52153, -1.15436, 0.04227)  -0.10
C (2.28403, 1.58922, 2.24516)  -0.37
C (1.11746, 1.70627, 2.99608)  -0.10
C (0.97354, 2.72612, 3.92935)  -0.08
C (2.00264, 3.63475, 4.12003)  -0.08
C (3.16834, 3.53321, 3.36704)  -0.08
C (3.30659, 2.52108, 2.43121)  -0.10
H (2.58318, 2.34919, -0.29083)  0.08
H (0.37456, 1.07201, -0.91506)  0.09
H (3.42353, 1.02424, -1.09546)  0.08
H (4.34238, 0.06599, 3.19889)  0.10
H (6.54038, -1.03405, 3.32106)  0.10
H (7.45131, -2.22348, 1.35567)  0.10
H (6.13649, -2.32635, -0.73937)  0.11
H (3.93361, -1.22240, -0.86764)  0.08
H (0.31353, 0.99756, 2.83021)  0.08
H (0.05718, 2.81885, 4.50013)  0.11
H (1.89704, 4.42751, 4.85055)  0.10
H (3.96498, 4.25435, 3.50657)  0.10
H (4.21445, 2.44946, 1.84230)  0.11
C (0.61177, 3.44630, -2.05451)  -0.05
C (1.11135, 2.11977, -2.63234)  -0.61
C (0.06216, 1.56076, -3.59949)  -0.05
C (2.42384, 2.34314, -3.38736)  -0.06
C (1.29307, 1.08450, -1.51190)  -0.23
H (0.46783, 4.17919, -2.85256)  0.09
H (1.32088, 3.86808, -1.33626)  0.08
H (-0.34870, 3.30725, -1.54692)  0.07
H (-0.30249, 2.33149, -4.28453)  0.09
H (-0.79596, 1.16556, -3.04796)  0.08
H (0.47993, 0.74087, -4.19208)  0.09
H (2.25491, 2.97184, -4.26613)  0.09
H (2.84097, 1.38918, -3.72917)  0.09
H (3.17018, 2.83661, -2.75837)  0.08
H (1.37874, 0.09249, -1.96286)  0.09

2.
C43H50Cl2N3 | ωB97M-V/def2-TZVPD

Values from the calculation:
- F_max: 2.63 eV/A
- Orbital gap: 3.354 eV
- E_LUMO: -5.28 eV
- Total charge: +1

Each line ends with the Löwdin charge.
Cartesian coordinates (Å):
C (2.56545, -2.43317, -0.85411)  -0.06
C (1.89977, -1.61875, -1.96024)  -0.38
C (1.73966, -2.42762, -3.24953)  -0.06
C (2.62359, -0.29502, -2.20096)  -0.13
C (3.91966, -0.30262, -2.71917)  -0.03
C (4.57491, 0.89656, -2.98954)  -0.05
C (3.91985, 2.11418, -2.80391)  -0.02
C (2.61983, 2.14574, -2.30408)  -0.12
C (1.90391, 3.47552, -2.08420)  -0.38
C (2.22470, 4.52548, -3.14946)  -0.07
C (2.19061, 4.03270, -0.69283)  -0.05
C (1.99758, 0.93567, -1.94612)  -0.09
N (0.65170, 0.95063, -1.41785)  -0.01
N (-0.38775, 1.19361, -2.24282)  0.19
N (-1.48301, 1.01762, -1.47079)  -0.02
C (-2.80601, 0.98247, -2.04846)  -0.09
C (-3.43325, -0.25332, -2.27195)  -0.12
C (-2.73728, -1.59540, -2.02167)  -0.37
C (-2.58452, -2.39357, -3.31908)  -0.06
C (-3.47182, -2.42065, -0.96629)  -0.06
C (-4.73347, -0.25499, -2.77268)  -0.02
C (-5.38808, 0.94132, -3.04818)  -0.04
C (-4.73950, 2.15606, -2.84818)  -0.02
C (-3.43716, 2.19081, -2.35416)  -0.12
C (-2.74325, 3.54029, -2.15581)  -0.38
C (-3.46746, 4.38812, -1.11041)  -0.06
C (-2.60699, 4.29164, -3.48094)  -0.06
C (-1.15064, 0.84340, -0.15294)  -0.22
C (-2.17591, 0.84843, 0.88083)  0.01
C (0.22029, 0.73579, -0.08651)  -0.26
C (1.03563, 0.48873, 1.00808)  -0.03
H (2.58411, -1.85995, 0.08115)  0.06
H (2.00756, -3.36067, -0.67506)  0.08
H (3.59804, -2.69160, -1.12246)  0.08
H (0.89665, -1.35241, -1.61296)  0.11
H (1.20324, -1.83326, -3.99851)  0.09
H (2.71330, -2.71074, -3.66879)  0.08
H (1.15977, -3.33745, -3.05243)  0.08
H (4.41333, -1.25860, -2.91920)  0.12
H (5.58778, 0.88482, -3.39395)  0.11
H (4.42710, 3.05011, -3.05297)  0.12
H (0.83325, 3.23927, -2.15535)  0.11
H (2.05812, 4.12261, -4.15299)  0.09
H (1.56883, 5.39306, -3.01313)  0.08
H (3.26410, 4.86632, -3.07312)  0.08
H (1.91592, 3.31110, 0.08384)  0.07
H (3.26120, 4.25543, -0.58441)  0.09
H (1.62565, 4.95743, -0.52359)  0.08
H (-1.73226, -1.37034, -1.64226)  0.12
H (-2.04875, -1.80380, -4.07170)  0.09
H (-2.01934, -3.31496, -3.13523)  0.08
H (-3.56733, -2.66205, -3.72950)  0.08
H (-3.59746, -1.85287, -0.03609)  0.06
H (-4.46956, -2.70715, -1.32685)  0.08
H (-2.91029, -3.33497, -0.73680)  0.08
H (-5.22898, -1.21116, -2.95710)  0.12
H (-6.40199, 0.92607, -3.44507)  0.11
H (-5.24083, 3.09771, -3.08193)  0.12
H (-1.73225, 3.32217, -1.78938)  0.11
H (-3.57181, 3.83933, -0.16644)  0.07
H (-2.91006, 5.31102, -0.91222)  0.09
H (-4.47282, 4.65720, -1.46208)  0.08
H (-2.06489, 3.67591, -4.20749)  0.09
H (-3.59377, 4.53013, -3.89853)  0.08
H (-2.05145, 5.22464, -3.33355)  0.08
H (-1.68377, 0.85238, 1.86140)  0.08
H (-2.80722, 1.75303, 0.81392)  0.09
H (-2.84137, -0.02993, 0.84888)  0.07
H (0.55245, 0.67513, 1.96236)  0.03
H (2.09986, 0.34849, 0.84990)  0.04
Cl (-4.42561, -5.45793, 6.08747)  0.75
C (-3.17785, -4.58902, 5.30695)  -0.65
C (-3.42991, -3.97049, 4.06977)  -0.07
C (-2.41697, -3.25829, 3.44017)  0.00
C (-1.13189, -3.10874, 4.02757)  -0.20
C (-0.14142, -2.30543, 3.37682)  0.06
C (1.16752, -2.17214, 3.84120)  -0.05
C (2.06197, -1.15919, 3.50990)  0.05
C (3.30980, -0.99927, 4.20972)  -0.20
C (3.94332, 0.26466, 4.37892)  0.01
C (5.12257, 0.38438, 5.10858)  -0.08
C (5.72241, -0.76151, 5.65906)  -0.66
Cl (7.17195, -0.62677, 6.55493)  0.74
C (5.12954, -2.02276, 5.49118)  -0.08
C (3.94840, -2.13780, 4.76854)  -0.01
C (-0.90276, -3.76004, 5.27765)  0.01
C (-1.91316, -4.48474, 5.90922)  -0.07
H (-4.41572, -4.05357, 3.61924)  0.12
H (-2.59727, -2.79456, 2.46807)  0.11
H (-0.42964, -1.76327, 2.47508)  0.12
H (1.51430, -2.93694, 4.54509)  0.10
H (1.81211, -0.42274, 2.76644)  0.04
H (3.47805, 1.15503, 3.95272)  0.13
H (5.59303, 1.35225, 5.26363)  0.12
H (5.59839, -2.90333, 5.92136)  0.11
H (3.51385, -3.12294, 4.60139)  0.12
H (0.07060, -3.68073, 5.76196)  0.12
H (-1.74072, -4.96520, 6.87100)  0.12